DFT (wB97M-V/def2-TZVPD) results for one molecule with the formula C7H14S in a non-equilibrium geometry.

Positions of all 22 atoms, in Å:
C  0.908  -0.437  1.378
C  0.649  0.090  -0.152
C  1.849  -0.296  -1.042
C  0.838  1.588  0.020
C  -0.836  -0.209  -0.589
C  -1.446  -1.534  -0.401
C  -1.923  -0.355  0.398
H  0.559  -1.464  1.430
H  0.297  0.112  2.105
H  1.880  -0.470  1.769
H  2.260  0.373  -2.039
H  1.824  -1.334  -1.487
H  2.880  -0.234  -0.421
H  1.216  2.089  -1.113
H  1.721  1.641  0.767
H  -0.016  2.304  0.582
H  -1.147  0.360  -1.465
H  -2.245  -1.902  -1.069
H  -1.025  -2.368  0.316
H  -1.849  -0.050  1.531
H  -2.889  1.656  -0.386
S  -3.504  0.441  -0.131

Atoms 1-6, force components in eV/Å:
-2.6 -0.7 -1.7
0.0 0.8 2.0
3.6 -0.5 -1.9
0.9 3.8 -0.3
2.6 0.4 -0.4
-1.1 -2.8 2.2

Results
E_LUMO (eV): 0.8
SMILES: CC(C)(C)[C@H]1C[C@@H]1S
Max |F| (eV/A): 4.10
HOMO-LUMO gap (eV): 9.8

***

DFT (wB97M-V/def2-TZVPD) results for an isolated ion of composition C7H15BN5O2 and charge +1 in a non-equilibrium geometry.

Positions of all 30 atoms, in Å:
C  3.690  -0.602  0.540
C  2.661  -1.185  -0.631
B  1.735  0.025  -1.322
O  2.415  0.785  -2.418
N  0.288  0.314  -0.907
C  -0.063  0.987  0.267
N  1.014  1.539  1.225
N  -1.493  1.232  0.679
C  -2.075  0.154  1.545
C  -2.814  -1.082  0.779
C  -2.662  -1.531  -0.787
N  -3.649  -1.886  1.567
O  -2.286  1.624  -0.325
C  -1.740  2.852  -0.991
N  -0.900  3.757  -1.440
H  4.675  -1.267  0.627
H  3.136  -0.713  1.568
H  3.972  0.537  0.319
H  1.926  -1.983  -0.150
H  3.369  -1.702  -1.432
H  1.730  1.308  -2.949
H  -0.451  -0.039  -1.587
H  1.536  0.763  1.686
H  1.636  2.218  0.736
H  -1.197  -0.306  2.206
H  -2.843  0.638  2.299
H  -1.592  -1.933  -1.065
H  -3.479  -2.355  -1.069
H  -2.898  -0.622  -1.524
H  -3.645  -1.526  2.554

Atoms 1-6, force components in eV/Å:
-0.1 -0.1 0.2
0.0 -0.2 0.2
4.1 0.4 -2.1
-4.2 -1.3 2.2
-1.5 2.2 2.5
1.0 -1.2 -1.0

Results
E_LUMO (eV): -5.7
Total charge: +1
SMILES: [H]/N=C(/C)C/[N+](OC#N)=C(\N)NB(O)CC
Max |F| (eV/A): 11.85
HOMO-LUMO gap (eV): 7.9

***

DFT (wB97M-V/def2-TZVPD) results for C7H15BeN5OS3 as an isolated structure.

Positions of all 32 atoms, in Å:
Be  -0.287  0.436  0.491
C  0.028  2.365  4.353
C  -0.042  2.009  2.880
S  -0.421  0.309  2.541
C  0.130  2.916  1.908
C  0.380  4.381  2.162
S  0.034  2.479  0.189
H  0.107  1.460  4.952
H  -0.870  2.899  4.677
H  0.890  2.995  4.577
H  0.569  4.589  3.215
H  -0.487  4.971  1.851
H  1.232  4.736  1.577
C  3.164  0.879  -0.951
S  2.257  0.329  0.482
C  3.261  -1.097  0.881
O  1.009  -0.367  -0.128
H  3.139  0.089  -1.701
H  4.186  1.108  -0.644
H  2.661  1.777  -1.305
H  4.281  -0.776  1.092
H  3.224  -1.798  0.048
H  2.812  -1.536  1.771
N  -4.561  -2.017  0.098
N  -3.642  -1.013  -0.115
N  -4.015  0.231  -0.325
C  -2.840  0.840  -0.388
N  -1.835  -0.032  -0.232
N  -2.376  -1.228  -0.056
H  -5.417  -1.765  -0.373
H  -4.164  -2.894  -0.206
H  -2.687  1.897  -0.531

Atoms 1-6, force components in eV/Å:
0.0 0.4 0.1
0.0 -0.1 -0.1
0.0 0.0 0.1
0.1 0.1 -0.1
0.0 0.0 0.0
0.0 -0.1 0.0

Results
E_LUMO (eV): 0.4
Max |F| (eV/A): 0.43
HOMO-LUMO gap (eV): 6.6

***

DFT (wB97M-V/def2-TZVPD) results for a 2-piece molecular cluster, C7H15BrN3O3 overall in a non-equilibrium geometry.

Positions of all 29 atoms, in Å:
C  -0.207  0.908  -2.415
C  1.350  0.884  -1.904
Br  2.387  2.020  -3.241
C  2.061  -0.591  -1.895
N  1.979  -1.344  -0.588
C  2.567  -0.583  0.578
N  3.941  0.038  0.454
N  1.763  -0.452  1.716
H  -0.931  0.518  -1.579
H  -0.322  0.295  -3.415
H  -0.477  2.043  -2.645
H  1.404  1.476  -0.897
H  3.166  -0.471  -2.319
H  1.479  -1.253  -2.699
H  1.029  -1.729  -0.391
H  4.367  0.224  1.406
H  3.780  1.013  0.069
H  0.766  -0.788  1.684
H  2.102  -0.007  2.606
C  -3.339  0.307  2.358
C  -3.926  0.157  0.991
O  -2.954  -0.606  0.302
C  -2.244  -1.291  1.247
O  -1.440  -2.174  0.998
O  -2.553  -0.860  2.504
H  -4.105  0.359  3.136
H  -2.689  1.185  2.439
H  -4.870  -0.398  1.001
H  -4.084  1.120  0.498

Atoms 1-6, force components in eV/Å:
0.3 0.6 -0.1
-1.0 0.1 -0.1
-0.6 -0.8 1.0
0.0 0.1 -2.2
1.6 3.6 2.9
-1.9 -0.3 -0.5

Results
E_LUMO (eV): -4.4
Total charge: +1
Max |F| (eV/A): 4.87
HOMO-LUMO gap (eV): 8.9

***

DFT (wB97M-V/def2-TZVPD) results for C7H15CaNO2 as an isolated structure in a non-equilibrium geometry.

Positions of all 26 atoms, in Å:
C  0.385  -1.316  1.993
C  1.489  -0.225  1.622
C  0.729  0.977  0.864
C  1.532  1.591  -0.366
C  1.088  1.056  -1.800
O  0.483  -0.257  -1.807
C  -0.878  -0.238  -1.784
O  -1.660  0.725  -2.126
N  -1.529  -1.466  -1.392
C  -2.446  -1.270  -0.232
H  0.796  -2.110  2.691
H  -0.445  -0.789  2.553
H  0.052  -1.815  1.036
H  1.883  0.185  2.609
H  2.346  -0.634  1.004
H  0.647  1.813  1.640
H  -0.346  0.657  0.642
H  1.417  2.725  -0.323
H  2.637  1.379  -0.185
H  0.494  1.880  -2.305
H  2.045  0.962  -2.414
H  -0.805  -2.175  -1.214
H  -1.973  -1.445  0.778
H  -2.975  -0.270  -0.208
H  -3.270  -2.052  -0.340
Ca  -1.697  2.114  -0.938

Atoms 1-6, force components in eV/Å:
1.1 0.1 0.2
-1.1 -0.1 0.5
1.1 0.9 0.9
-0.2 -0.3 0.7
2.6 1.6 -0.4
-3.2 1.3 0.0

Results
E_LUMO (eV): -8.9
Total charge: +2
Max |F| (eV/A): 6.37
HOMO-LUMO gap (eV): 9.3

***

Q: The highest HOMO-LUMO gap belongs to which entry?
A: C7H14S

***

Q: Which of these has the lowest max |F|?
A: C7H15BeN5OS3

***

Q: Look up the max |F| of the first one.
A: 4.10 eV/A